1.
{
  "formula": "CH2ClN3O3",
  "method": "wB97M-V/def2-TZVPD",
  "symbols": ["C", "N", "N", "N", "O", "O", "O", "Cl", "H", "H"],
  "xyz": [[-0.675, -0.256, 0.118], [-0.911, -1.267, 0.948], [-1.355, -0.030, -0.975], [1.541, 0.785, -0.350], [0.468, 0.321, 0.592], [2.190, 1.621, 0.139], [1.667, 0.185, -1.345], [-0.717, 1.310, -1.902], [-1.808, -1.580, 1.064], [-0.400, -1.089, 1.712]],
  "mulliken_charge": [0.630, -0.300, -0.375, 1.012, -0.326, -0.546, -0.414, -0.190, 0.277, 0.231],
  "energy_ha": -889.135954,
  "max_force_ha_per_bohr": 0.108,
  "spin_multiplicity": 3,
  "lumo_ev": [0.0, -3.1],
  "e_homo_ev": [-5.4, -10.1]
}

2.
{
  "formula": "C12H19CrO9",
  "method": "wB97M-V/def2-TZVPD",
  "symbols": ["Cr", "C", "C", "O", "O", "H", "H", "H", "C", "C", "O", "O", "H", "H", "H", "O", "H", "O", "C", "O", "C", "C", "C", "H", "H", "H", "H", "H", "H", "O", "C", "O", "C", "C", "C", "H", "H", "H", "H", "H", "H"],
  "xyz": [[1.671, -1.143, 2.198], [1.595, 1.295, 5.452], [1.570, 0.529, 4.165], [0.622, -0.196, 3.785], [2.479, 0.614, 3.323], [1.959, 0.701, 6.292], [0.564, 1.482, 5.757], [2.199, 2.189, 5.329], [-0.273, -4.351, 0.727], [0.545, -3.325, 1.520], [0.128, -2.692, 2.500], [1.663, -2.918, 1.094], [0.253, -4.540, -0.208], [-1.279, -3.980, 0.559], [-0.269, -5.322, 1.221], [0.828, -0.114, 0.831], [0.238, 0.486, 0.388], [-1.529, -1.907, -5.428], [-0.593, -1.679, -4.702], [-0.602, -1.871, -3.341], [0.731, -1.780, -2.835], [1.643, -1.601, -4.016], [0.736, -1.126, -5.168], [0.997, -2.718, -2.349], [0.878, -0.937, -2.158], [1.932, -2.586, -4.393], [2.545, -0.999, -3.928], [1.064, -1.506, -6.128], [0.499, -0.058, -5.165], [-1.537, 5.708, 1.464], [-1.619, 4.672, 0.877], [-1.873, 4.604, -0.469], [-2.120, 3.274, -0.923], [-2.215, 2.419, 0.332], [-1.536, 3.263, 1.456], [-1.397, 2.862, -1.621], [-3.157, 3.337, -1.254], [-1.649, 1.499, 0.186], [-3.223, 2.155, 0.641], [-0.482, 2.997, 1.543], [-1.988, 3.261, 2.444]],
  "mulliken_charge": [0.758, -1.082, 1.362, -0.580, -0.691, 0.309, 0.313, 0.295, -1.033, 1.327, -0.639, -0.646, 0.285, 0.304, 0.347, -0.797, 0.203, -0.588, 0.391, -0.291, 0.035, -0.640, -0.334, 0.078, 0.151, 0.250, 0.401, 0.304, 0.232, -0.553, 0.479, -0.361, -0.381, -0.390, -0.214, 0.321, 0.262, 0.042, 0.337, 0.122, 0.312],
  "energy_ha": -2190.303332,
  "max_force_ha_per_bohr": 0.104,
  "spin_multiplicity": 4,
  "lumo_ev": [-2.1, -0.9],
  "e_homo_ev": [-10.2, -10.2]
}

3.
{
  "formula": "C4H10O",
  "method": "wB97M-V/def2-TZVPD",
  "symbols": ["C", "C", "C", "O", "C", "H", "H", "H", "H", "H", "H", "H", "H", "H", "H"],
  "xyz": [[-1.688, 0.096, 1.302], [-0.723, -0.604, 0.387], [0.437, -0.043, 0.067], [1.393, -0.657, -0.679], [2.663, -0.054, -0.547], [-1.706, 1.178, 1.122], [-2.709, -0.276, 1.184], [-1.394, -0.065, 2.344], [-0.951, -1.609, 0.036], [0.681, 0.968, 0.403], [3.372, -0.677, -1.094], [2.665, 0.961, -0.970], [2.970, 0.000, 0.507], [-2.913, 0.534, -1.108], [-2.231, 0.311, -1.295]],
  "mulliken_charge": [-1.198, -0.309, 0.022, -0.370, -0.705, 0.359, 0.365, 0.310, 0.344, 0.303, 0.244, 0.301, 0.329, 0.145, -0.139],
  "smiles": "C/C=C/OC.[H][H]",
  "energy_ha": -233.560376,
  "max_force_ha_per_bohr": 0.007,
  "lumo_ev": 1.1,
  "e_homo_ev": -8.5
}

4.
{
  "formula": "C25H29BrGaN9O6S",
  "method": "wB97M-V/def2-TZVPD",
  "symbols": ["Ga", "O", "C", "O", "C", "C", "C", "C", "C", "C", "N", "O", "O", "N", "O", "O", "H", "H", "H", "C", "C", "C", "C", "C", "N", "H", "H", "H", "H", "H", "H", "H", "H", "H", "Br", "C", "C", "C", "C", "N", "C", "H", "H", "H", "H", "C", "N", "C", "C", "N", "C", "S", "H", "H", "H", "H", "H", "H", "H", "H", "N", "C", "C", "N", "C", "C", "N", "H", "H", "H", "H", "H"],
  "xyz": [[-0.673, 0.392, -0.913], [-0.206, -0.232, 1.494], [-1.454, -0.336, 1.477], [-2.188, 0.154, 0.461], [-2.243, -1.051, 2.556], [-3.198, -2.006, 2.170], [-3.706, -2.877, 3.215], [-3.520, -2.652, 4.544], [-2.601, -1.644, 4.817], [-1.890, -0.873, 3.891], [-2.438, -1.307, 6.193], [-1.709, -0.354, 6.479], [-2.942, -2.097, 7.021], [-4.268, -4.082, 2.701], [-4.363, -4.278, 1.481], [-4.623, -4.863, 3.625], [-3.524, -2.199, 1.159], [-3.875, -3.236, 5.419], [-1.170, -0.128, 4.244], [2.814, -0.044, 2.742], [4.097, 0.394, 1.977], [5.314, -0.472, 2.114], [4.405, 1.865, 2.290], [3.898, 0.359, 0.480], [3.663, 0.597, -0.627], [3.128, 0.163, 3.800], [2.584, -1.089, 2.577], [1.884, 0.516, 2.503], [5.830, -0.447, 3.063], [6.023, -0.267, 1.252], [5.096, -1.548, 2.012], [4.870, 1.964, 3.281], [3.477, 2.512, 2.282], [5.101, 2.276, 1.570], [-1.701, 0.008, -6.382], [-2.359, 0.716, -4.719], [-3.725, 0.996, -4.517], [-4.140, 1.378, -3.241], [-3.273, 1.184, -2.178], [-1.922, 0.931, -2.356], [-1.493, 0.844, -3.661], [-4.460, 1.038, -5.324], [-5.113, 1.794, -3.045], [-3.716, 1.036, -1.210], [-0.425, 0.676, -3.792], [0.622, 5.061, -1.776], [1.226, 3.941, -2.480], [2.041, 4.180, -3.711], [2.898, 2.848, -3.682], [2.213, 1.983, -2.704], [1.411, 2.750, -1.899], [0.655, 2.318, -0.431], [0.383, 5.860, -2.491], [1.220, 5.489, -0.955], [-0.252, 4.630, -1.387], [2.717, 5.073, -3.632], [1.401, 4.294, -4.588], [3.859, 3.081, -3.287], [3.041, 2.347, -4.655], [2.736, 1.305, -2.185], [-1.944, -4.560, -0.324], [-0.982, -3.749, -0.810], [-1.297, -2.387, -0.990], [-0.271, -1.543, -1.280], [0.916, -2.013, -1.656], [1.107, -3.406, -1.704], [0.173, -4.224, -1.273], [-2.787, -4.229, 0.105], [-1.839, -5.533, -0.480], [-2.340, -2.024, -0.950], [1.769, -1.346, -1.785], [2.059, -3.857, -1.911]],
  "mulliken_charge": [-0.064, -0.532, 0.549, -0.594, 0.212, -0.507, -0.292, -0.624, 0.081, -0.564, 0.986, -0.574, -0.577, 1.022, -0.704, -0.528, 0.890, 0.587, 0.570, -1.498, 2.216, -1.684, -1.549, -0.392, -0.568, 0.439, 0.368, 0.219, 0.415, 0.368, 0.369, 0.433, 0.288, 0.430, -0.084, -0.572, -0.064, -0.814, -0.066, 0.434, 0.261, 0.466, 0.464, 0.509, 0.501, -1.061, 0.154, -0.454, -0.644, 0.081, 0.191, -0.469, 0.373, 0.316, 0.410, 0.347, 0.317, 0.348, 0.380, 0.438, -0.223, 0.015, -0.089, 0.539, 0.033, -0.517, -0.537, 0.127, 0.256, 0.694, 0.303, 0.449],
  "charge": 2,
  "energy_ha": -6810.635471,
  "max_force_ha_per_bohr": 0.077,
  "lumo_ev": -6.3,
  "e_homo_ev": -14.5
}

5.
{
  "formula": "C4H9NO2",
  "method": "wB97M-V/def2-TZVPD",
  "symbols": ["H", "N", "C", "O", "C", "C", "C", "O", "H", "H", "H", "H", "H", "H", "H", "H"],
  "xyz": [[2.352, 0.705, -0.238], [1.980, 0.573, 0.687], [1.080, -0.321, 0.853], [0.769, -0.471, 2.147], [0.301, -1.144, -0.143], [-1.119, -0.604, -0.395], [-1.154, 0.816, -0.962], [-0.847, 1.811, -0.011], [1.423, 0.204, 2.450], [0.862, -1.142, -1.085], [0.234, -2.182, 0.205], [-1.617, -1.282, -1.102], [-1.696, -0.620, 0.536], [-0.492, 0.880, -1.843], [-2.167, 1.037, -1.315], [0.091, 1.741, 0.217]],
  "mulliken_charge": [0.225, -0.884, 0.557, -0.524, -0.466, -0.502, -0.444, -0.544, 0.412, 0.306, 0.298, 0.326, 0.292, 0.272, 0.319, 0.356],
  "smiles": "[H]/N=C(/O)CCCO",
  "energy_ha": -363.036721,
  "max_force_ha_per_bohr": 0.023,
  "lumo_ev": 0.8,
  "e_homo_ev": -10.3
}

For reference, relative energy (zero: lowest compared OMol25 entry of this formula, charge and spin) by record: 2.784 0.000 2.301 0.000 1.328 eV.